{"formula": "C6H8LiO6Pb", "method": "ωB97M-V with the def2-TZVPD basis set", "elements": ["O", "C", "C", "O", "O", "C", "H", "H", "H", "H", "O", "C", "C", "O", "O", "C", "H", "H", "H", "H", "Li", "Pb"], "xyz": [[-2.32, -1.54, -0.15], [-1.34, -0.89, -0.78], [-2.92, -0.88, 0.99], [-0.43, -0.53, 0.19], [-2.67, 0.93, -0.51], [-3.51, 0.43, 0.47], [-2.17, -0.69, 1.76], [-3.70, -1.57, 1.35], [-3.72, 1.06, 1.36], [-4.51, 0.21, 0.03], [1.46, -0.97, -1.08], [0.84, -0.07, -0.23], [1.99, -2.01, -0.27], [0.79, 1.16, -0.69], [1.65, -0.07, 0.96], [2.42, -1.28, 1.01], [2.83, -2.47, -0.80], [1.21, -2.76, -0.07], [3.49, -1.01, 1.01], [2.17, -1.84, 1.92], [-1.07, 1.66, -0.88], [2.25, 2.11, 0.52]], "lowdin_spin": [0.0001, -0.0001, 0.0000, 0.0013, 0.0010, 0.0000, 0.0000, 0.0000, 0.0000, 0.0000, 0.0071, 0.0200, 0.0012, 0.1003, 0.0623, 0.0109, 0.0002, 0.0001, 0.0081, -0.0001, 0.0118, 0.7760], "e_homo_ev": [-6.85, -7.57], "total_charge": 0, "spin_multiplicity": 2, "e_tot_ha": -885.15898, "s2": 0.753, "e_lumo_ev": [-0.8, -0.9], "orbital_gap_ev": [6.06, 6.70]}

***

{"formula": "C8H12", "method": "ωB97M-V with the def2-TZVPD basis set", "elements": ["C", "C", "C", "C", "C", "C", "C", "C", "H", "H", "H", "H", "H", "H", "H", "H", "H", "H", "H", "H"], "xyz": [[-2.55, -0.02, 0.67], [-1.49, -0.02, -0.50], [-0.68, 1.25, -0.40], [0.64, 1.31, -0.40], [1.52, 0.09, -0.49], [2.48, -0.03, 0.72], [0.71, -1.19, -0.43], [-0.61, -1.21, -0.46], [-3.34, 0.76, 0.55], [-2.11, 0.04, 1.65], [-2.98, -1.04, 0.62], [-1.97, -0.02, -1.47], [-1.20, 2.24, -0.22], [1.16, 2.29, -0.47], [2.13, 0.06, -1.39], [1.86, -0.14, 1.63], [3.16, 0.82, 0.77], [3.06, -0.92, 0.58], [1.33, -2.08, -0.47], [-1.12, -2.18, -0.48]], "nbo_charge": [-0.5921, -0.3047, -0.1681, -0.1895, -0.3027, -0.5866, -0.1558, -0.1895, 0.2124, 0.2127, 0.2046, 0.2187, 0.2052, 0.2050, 0.2101, 0.2107, 0.2055, 0.2027, 0.2007, 0.2006], "e_homo_ev": -8.98, "total_charge": 0, "e_tot_ha": -311.98545, "e_lumo_ev": 1.2, "smiles": "C[C@H]1C=C[C@@H](C)C=C1", "orbital_gap_ev": 10.14}